Record 1
The following is a DFT calculation (the ωB97M-V functional and the def2-TZVPD basis) of a molecular structure, C34H48BCuN4O2Se.

Computed properties:
Calculated total energy ... -5760.76055 Eh

```
! RIJCOSX wB97M-V def2-TZVPD def2/J DEFGRID3
* xyz -2 1
Cu -0.022 -1.490 2.311
C -2.656 4.670 -1.205
C -3.380 3.401 -1.659
C -4.886 3.605 -1.427
C -3.127 3.222 -3.165
C -2.897 2.168 -0.899
C -1.885 2.198 0.053
C -1.484 1.049 0.711
Se -0.024 1.231 1.968
C 1.455 1.056 0.732
C 1.869 2.209 0.092
C 2.896 2.185 -0.845
C 3.458 0.933 -1.104
C 3.076 -0.252 -0.497
C 2.039 -0.236 0.514
O 1.679 -1.269 1.158
C 3.806 -1.523 -0.978
C 3.599 -1.670 -2.497
C 3.348 -2.842 -0.342
C 5.313 -1.389 -0.698
C 3.394 3.423 -1.587
C 2.665 4.690 -1.135
C 3.166 3.256 -3.098
C 4.896 3.622 -1.329
C -2.071 -0.243 0.498
O -1.728 -1.269 1.162
C -3.089 -0.265 -0.531
C -3.457 0.915 -1.155
C -3.812 -1.540 -1.015
C -5.323 -1.403 -0.760
C -3.364 -2.853 -0.362
C -3.581 -1.697 -2.529
H -3.039 5.536 -1.753
H -2.810 4.845 -0.138
H -1.583 4.596 -1.391
H -5.247 4.500 -1.946
H -5.455 2.747 -1.789
H -5.088 3.714 -0.359
H -3.440 4.110 -3.726
H -2.065 3.048 -3.347
H -3.677 2.361 -3.549
H -1.372 3.118 0.303
H 1.357 3.129 0.342
H 4.248 0.886 -1.849
H 2.533 -1.748 -2.718
H 3.998 -0.813 -3.045
H 4.098 -2.573 -2.864
H 2.289 -3.020 -0.516
H 3.922 -3.665 -0.787
H 3.496 -2.845 0.734
H 5.742 -0.515 -1.194
H 5.483 -1.287 0.376
H 5.846 -2.278 -1.052
H 1.595 4.618 -1.339
H 2.802 4.857 -0.065
H 3.057 5.559 -1.672
H 2.107 3.084 -3.300
H 3.488 4.149 -3.647
H 3.722 2.398 -3.480
H 5.081 3.722 -0.257
H 5.469 2.766 -1.689
H 5.267 4.522 -1.833
H -4.236 0.864 -1.913
H -5.512 -1.291 0.309
H -5.744 -0.534 -1.271
H -5.851 -2.295 -1.115
H -3.531 -2.848 0.712
H -3.928 -3.681 -0.810
H -2.302 -3.030 -0.515
H -3.971 -0.845 -3.090
H -2.511 -1.776 -2.732
H -4.073 -2.604 -2.898
B -0.008 -4.195 4.967
N -0.006 -2.670 5.306
C -0.004 -2.258 6.588
C 0.001 -0.877 6.605
C 0.002 -0.525 5.249
N -0.002 -1.612 4.484
N -0.006 -4.530 3.453
C 0.007 -5.790 2.979
C 0.004 -5.736 1.598
C -0.010 -4.362 1.316
N -0.016 -3.659 2.440
H -1.010 -4.682 5.464
H 0.991 -4.684 5.466
H -0.007 -2.968 7.400
H 0.004 -0.225 7.464
H 0.005 0.455 4.803
H 0.018 -6.638 3.647
H 0.012 -6.559 0.902
H -0.016 -3.858 0.363
*
```

***

Record 2
The following is a DFT calculation (the ωB97M-V functional and the def2-TZVPD basis) of a molecular structure, C19H17CrN4O3.

Computed properties:
<S²> ... 3.799
Energy relative to the best compared isomer or geometry (same formula, charge and spin) ... 12.1 kJ/mol
Calculated total energy ... -2222.93282 Eh

```
! RIJCOSX wB97M-V def2-TZVPD def2/J DEFGRID3
* xyz 2 4
Cr -0.259 0.287 0.726
C -2.008 1.198 2.315
C -0.772 1.332 2.950
C 0.246 2.094 2.353
C 0.030 2.710 1.119
C -1.215 2.570 0.483
C -2.229 1.812 1.074
H -2.809 0.653 2.797
H -0.621 0.907 3.933
H 1.178 2.252 2.881
H 0.785 3.359 0.695
H -1.407 3.100 -0.440
H -3.203 1.748 0.607
N 1.848 -3.722 5.039
C 2.070 -2.999 4.174
C 2.318 -2.078 3.097
C 3.605 -1.804 2.640
C 3.764 -0.902 1.601
C 2.649 -0.307 1.055
N 1.406 -0.576 1.493
C 1.243 -1.450 2.497
H 4.457 -2.292 3.096
H 4.744 -0.667 1.210
H 2.747 0.394 0.238
H 0.233 -1.674 2.816
O 0.497 -2.393 -0.493
C -0.571 -2.424 0.058
O -1.135 -1.391 0.704
H -1.143 -3.350 0.169
N -2.966 -0.461 -5.117
C -2.838 -0.212 -3.803
O -3.750 -0.238 -3.002
C -1.453 0.141 -3.290
C -0.378 0.605 -4.029
C 0.799 0.955 -3.373
C 0.866 0.830 -2.007
N -0.175 0.364 -1.287
C -1.308 0.031 -1.921
H -3.884 -0.695 -5.464
H -2.196 -0.517 -5.757
H -0.441 0.724 -5.104
H 1.654 1.328 -3.919
H 1.768 1.093 -1.473
H -2.147 -0.335 -1.343
*
```

***

Record 3
The following is a DFT calculation (the ωB97M-V functional and the def2-TZVPD basis) of 9 unconnected molecules or ions with the total composition C22H54Br2N17O9 in a non-equilibrium geometry.

Computed properties:
Calculated total energy ... -7626.40397 Eh

```
! RIJCOSX wB97M-V def2-TZVPD def2/J DEFGRID3
* xyz 1 1
C 1.354 -3.542 -2.849
O 1.477 -2.075 -2.840
C 2.128 -1.564 -4.061
C 2.989 -0.172 -3.759
C 1.990 1.156 -3.900
C 0.880 1.239 -2.654
C -0.638 1.529 -3.200
C -1.770 0.442 -2.725
C -1.888 -0.189 -1.181
C -3.091 -1.294 -0.832
N -4.141 -1.741 -1.856
C -4.101 -1.213 -3.282
C -2.929 -0.131 -3.785
C -3.009 0.297 -5.378
Br -3.104 2.267 -5.707
C -1.743 -0.463 -6.121
C -1.610 -2.020 -5.531
Br -1.974 -0.567 -8.105
H 0.297 -3.797 -2.362
H 2.157 -3.963 -2.100
H 1.464 -3.978 -3.940
H 1.260 -1.369 -4.852
H 2.900 -2.363 -4.435
H 3.814 -0.060 -4.613
H 3.436 -0.131 -2.676
H 2.619 2.170 -3.936
H 1.482 1.050 -4.956
H 1.214 2.197 -2.025
H 0.984 0.329 -1.926
H -0.963 2.598 -2.799
H -0.553 1.639 -4.386
H -1.132 0.138 -0.333
H -3.201 -1.793 0.245
H -4.902 -2.441 -1.641
H -4.922 -1.575 -4.069
H -3.994 -0.172 -5.860
H -0.706 0.050 -5.879
H -0.972 -2.699 -6.277
H -1.004 -2.053 -4.505
H -2.672 -2.516 -5.336
C 3.001 3.822 0.123
O 2.349 3.231 -0.723
N 3.902 3.205 0.909
N 2.878 5.143 0.345
H 4.449 3.675 1.611
H 4.026 2.211 0.775
H 2.210 5.646 -0.226
H 3.406 5.648 1.037
C 2.698 0.420 3.016
O 3.453 1.358 3.216
N 1.760 0.434 2.051
N 2.735 -0.711 3.743
H 1.129 -0.329 1.872
H 1.698 1.267 1.481
H 3.427 -0.763 4.479
H 2.122 -1.495 3.593
C 1.190 8.108 1.335
O 1.927 7.467 0.603
N 1.652 8.897 2.322
N -0.150 8.083 1.222
H 1.061 9.433 2.935
H 2.656 8.945 2.441
H -0.540 7.501 0.492
H -0.773 8.604 1.816
C 0.700 -4.260 1.476
O 0.279 -3.114 1.518
N 0.354 -5.195 2.379
N 1.546 -4.690 0.523
H 0.689 -6.144 2.361
H -0.282 -4.913 3.113
H 1.832 -4.017 -0.176
H 1.903 -5.629 0.472
C -3.842 5.338 -2.369
O -4.360 6.006 -1.488
N -4.026 5.590 -3.677
N -3.040 4.289 -2.109
H -3.607 5.052 -4.417
H -4.622 6.372 -3.916
H -2.876 4.065 -1.137
H -2.604 3.727 -2.821
C 0.040 -1.835 5.786
O 0.187 -2.449 4.741
N -1.001 -2.045 6.612
N 0.906 -0.895 6.204
H -1.139 -1.549 7.476
H -1.676 -2.745 6.334
H 1.703 -0.706 5.611
H 0.802 -0.378 7.062
C 2.486 -7.945 3.582
O 1.324 -7.593 3.453
N 3.281 -8.227 2.535
N 3.074 -8.081 4.784
H 4.240 -8.518 2.622
H 2.877 -8.137 1.612
H 2.510 -7.878 5.599
H 4.030 -8.369 4.911
C -4.082 -0.260 4.685
O -4.460 -1.419 4.739
N -4.927 0.785 4.759
N -2.787 0.078 4.547
H -4.635 1.747 4.717
H -5.911 0.575 4.864
H -2.118 -0.679 4.487
H -2.457 1.027 4.501
*
```

***

Record 4
The following is a DFT calculation (the ωB97M-V functional and the def2-TZVPD basis) of 2 unconnected molecules or ions with the total composition C16H25N2 in a non-equilibrium geometry.

Computed properties:
Energy relative to the best compared isomer or geometry (same formula, charge and spin) ... 102.6 kJ/mol
Calculated total energy ... -733.90139 Eh

```
! RIJCOSX wB97M-V def2-TZVPD def2/J DEFGRID3
* xyz 1 1
C 2.436 4.220 -1.085
N 1.751 3.079 -1.675
C 1.279 3.193 -3.046
C 1.611 1.955 -0.979
C 0.926 0.821 -1.436
C 0.995 -0.427 -0.817
C 0.482 -1.629 -1.460
C 1.149 -2.874 -1.331
C 0.679 -4.008 -1.994
C -0.483 -3.935 -2.780
C -1.149 -2.709 -2.924
C -0.668 -1.569 -2.284
H 2.558 4.984 -1.853
H 1.872 4.639 -0.239
H 3.420 3.910 -0.709
H 1.599 4.168 -3.419
H 1.716 2.406 -3.676
H 0.184 3.122 -3.119
H 2.134 1.921 -0.014
H 0.368 0.906 -2.371
H 1.658 -0.556 0.046
H 2.065 -2.909 -0.737
H 1.217 -4.954 -1.894
H -0.859 -4.828 -3.279
H -2.052 -2.646 -3.536
H -1.170 -0.608 -2.415
C -1.797 -0.350 4.230
C -2.105 -1.519 3.291
C -1.145 -1.590 2.094
N -0.889 -0.328 1.454
C -0.736 0.859 2.251
C -1.695 0.959 3.443
H -2.584 -0.266 4.982
H -0.854 -0.538 4.757
H -2.055 -2.465 3.839
H -3.130 -1.405 2.915
H -0.197 -2.046 2.442
H -1.559 -2.267 1.329
H -0.334 -0.362 0.614
H 0.300 0.935 2.634
H -0.888 1.719 1.580
H -2.693 1.223 3.072
H -1.359 1.768 4.098
*
```

***

Record 5
The following is a DFT calculation (the ωB97M-V functional and the def2-TZVPD basis) of 2 unconnected molecules or ions with the total composition C3H8O2 in a non-equilibrium geometry.

Computed properties:
Energy relative to the best compared isomer or geometry (same formula, charge and spin) ... 303.3 kJ/mol
Calculated total energy ... -269.47937 Eh

```
! RIJCOSX wB97M-V def2-TZVPD def2/J DEFGRID3
* xyz 0 1
C -2.826 -0.674 0.234
C -1.554 -0.310 0.033
O -0.511 -1.193 -0.111
H -3.602 -0.326 -0.445
H -3.207 -1.477 0.852
H -1.254 0.736 -0.036
H 0.126 -0.911 0.564
C 1.980 1.629 0.109
O 2.136 0.241 -0.206
H 1.044 1.706 0.649
H 2.792 1.967 0.760
H 2.079 2.232 -0.793
H 2.764 0.191 -0.931
*
```

***

Record 6
The following is a DFT calculation (the ωB97M-V functional and the def2-TZVPD basis) of a gas-phase ion, C16H23N4O5S (charge +1) in a non-equilibrium geometry.

Computed properties:
Calculated total energy ... -1616.04552 Eh

```
! RIJCOSX wB97M-V def2-TZVPD def2/J DEFGRID3
* xyz 1 1
C 0.884 -4.193 0.321
C -0.506 -3.976 1.165
C -0.348 -2.542 1.997
O -1.531 -1.677 1.865
C -1.448 -0.787 0.697
N -1.042 -1.171 -0.708
C -1.015 -0.198 -1.906
C -0.551 -0.814 -3.389
C 1.114 -0.960 -3.323
S 1.776 0.770 -3.039
C 3.401 0.771 -2.108
N 4.795 0.628 -2.683
N 5.792 0.693 -1.690
C 4.967 0.897 -0.429
O 3.500 0.960 -0.647
C -1.435 1.379 -1.751
N -1.474 2.393 -2.904
C -1.849 1.928 -0.259
C -2.257 3.507 -0.095
O -1.391 4.539 -0.134
O -3.684 3.849 0.092
C -1.848 0.812 0.970
C -2.267 1.398 2.465
C -0.970 2.327 2.946
C 0.474 1.557 2.810
O 0.496 0.345 3.644
H 0.764 -4.770 -0.693
H 1.675 -4.649 1.055
H 1.297 -3.112 0.028
H -0.823 -4.876 1.842
H -1.379 -3.837 0.364
H -0.301 -2.865 3.146
H 0.658 -1.985 1.781
H -0.758 -2.154 -0.932
H -0.876 -0.093 -4.278
H -1.081 -1.875 -3.499
H 1.465 -1.405 -4.365
H 1.461 -1.682 -2.465
H 5.516 1.016 0.622
H -0.571 2.411 -3.426
H -2.242 2.007 -3.531
H -4.281 3.188 -0.401
H -2.402 0.540 3.252
H -3.210 2.079 2.320
H -1.102 2.577 4.105
H -0.932 3.376 2.402
H 1.292 2.314 3.226
H 0.797 1.299 1.715
H 1.448 0.060 3.820
*
```

***

Record 7
The following is a DFT calculation (the ωB97M-V functional and the def2-TZVPD basis) of 2 unconnected molecules or ions with the total composition C9H10N4O2 in a non-equilibrium geometry.

Computed properties:
Energy relative to the best compared isomer or geometry (same formula, charge and spin) ... 127.6 kJ/mol
Calculated total energy ... -718.40150 Eh

```
! RIJCOSX wB97M-V def2-TZVPD def2/J DEFGRID3
* xyz 0 1
C -1.707 -1.592 1.021
C -0.285 -1.540 0.598
O 0.582 -1.329 1.354
N -0.157 -1.565 -0.822
C 1.089 -1.476 -1.434
C 0.739 -1.475 -2.808
C -0.617 -1.552 -2.844
N -1.150 -1.635 -1.685
H -2.243 -1.672 0.048
H -1.831 -2.540 1.662
H -1.876 -0.710 1.737
H 2.084 -1.592 -0.920
H 1.433 -1.407 -3.708
H -1.133 -1.773 -3.790
O 1.972 1.931 -0.956
C 1.193 1.889 -0.005
C -0.238 2.171 -0.190
N -1.128 2.277 0.711
C -0.658 2.051 2.031
C 0.665 1.974 2.255
N 1.580 1.686 1.305
H -0.656 2.339 -1.133
H -1.339 2.155 2.877
H 1.121 1.917 3.214
H 2.559 1.470 1.480
*
```

***

Record 8
The following is a DFT calculation (the ωB97M-V functional and the def2-TZVPD basis) of 7 unconnected molecules or ions with the total composition C28H35F21O14 in a non-equilibrium geometry.

Computed properties:
Energy relative to the best compared isomer or geometry (same formula, charge and spin) ... 150.7 kJ/mol
Calculated total energy ... -4238.56483 Eh

```
! RIJCOSX wB97M-V def2-TZVPD def2/J DEFGRID3
* xyz 0 1
C 2.232 4.035 1.037
C 1.423 4.636 2.211
O 2.026 5.876 2.573
C 2.956 5.863 3.521
O 3.386 4.903 4.077
C 3.466 7.281 3.851
F 2.948 7.633 5.031
F 4.807 7.253 3.907
F 3.155 8.198 2.914
H 2.731 4.865 0.535
H 1.552 3.514 0.368
H 3.045 3.452 1.470
H 1.313 3.859 2.969
H 0.411 4.824 1.861
C -0.773 -3.580 1.184
C -0.248 -2.484 0.306
O 0.243 -1.369 1.105
C -0.569 -0.410 1.470
O -1.769 -0.474 1.398
C 0.119 0.766 2.174
F -0.380 1.908 1.672
F -0.060 0.786 3.492
F 1.436 0.733 1.902
H -0.071 -3.771 1.999
H -0.684 -4.533 0.661
H -1.803 -3.466 1.507
H -0.989 -2.061 -0.374
H 0.615 -2.752 -0.297
C 4.665 1.008 -0.910
C 3.232 1.178 -1.378
O 3.165 2.127 -2.407
C 2.028 2.688 -2.741
O 0.997 2.564 -2.145
C 2.168 3.645 -3.942
F 3.292 3.417 -4.622
F 1.114 3.445 -4.751
F 2.153 4.919 -3.534
H 5.406 0.780 -1.676
H 4.753 0.325 -0.066
H 5.004 1.970 -0.513
H 2.684 1.464 -0.474
H 2.746 0.248 -1.688
C -2.309 5.560 2.852
C -1.730 4.748 4.013
O -2.820 4.748 4.976
C -2.451 4.560 6.238
O -1.326 4.476 6.611
C -3.630 4.579 7.208
F -3.649 3.484 7.969
F -3.459 5.606 8.044
F -4.784 4.686 6.572
H -1.539 5.813 2.121
H -2.782 6.476 3.203
H -3.076 5.002 2.313
H -0.816 5.226 4.350
H -1.576 3.743 3.626
C -4.995 -2.241 -3.553
C -4.070 -2.800 -4.643
O -3.018 -3.493 -3.951
C -3.083 -4.785 -3.783
O -3.834 -5.579 -4.264
C -1.913 -5.310 -2.906
F -1.473 -4.352 -2.083
F -2.381 -6.315 -2.140
F -0.932 -5.830 -3.638
H -5.406 -3.005 -2.897
H -5.797 -1.587 -3.891
H -4.315 -1.593 -2.991
H -3.601 -1.962 -5.148
H -4.643 -3.439 -5.311
C -2.556 2.445 -0.978
C -2.691 0.961 -1.254
O -1.578 0.524 -2.063
C -1.711 0.425 -3.366
O -2.676 0.724 -3.994
C -0.549 -0.309 -4.077
F 0.300 -0.863 -3.217
F -1.124 -1.292 -4.786
F 0.088 0.467 -4.942
H -2.715 3.068 -1.855
H -1.576 2.625 -0.537
H -3.308 2.721 -0.235
H -3.524 0.623 -1.887
H -2.919 0.372 -0.369
C 2.985 -10.115 -1.095
C 3.954 -8.987 -0.792
O 3.257 -7.733 -0.971
C 2.410 -7.332 -0.045
O 2.330 -7.696 1.083
C 1.592 -6.074 -0.492
F 1.816 -5.731 -1.759
F 0.304 -6.391 -0.388
F 1.875 -5.024 0.257
H 2.537 -9.872 -2.057
H 2.241 -10.227 -0.308
H 3.440 -11.103 -1.172
H 4.807 -8.823 -1.451
H 4.473 -9.060 0.168
*
```

***

Question: Which value of calculated total energy does entry 1 give?
Answer: -5760.76055 Eh

***

Question: Number 8 is which compound?
Answer: C28H35F21O14

***

Repeat the seventh record exactly.
The following is a DFT calculation (the ωB97M-V functional and the def2-TZVPD basis) of 2 unconnected molecules or ions with the total composition C9H10N4O2 in a non-equilibrium geometry.

Computed properties:
Energy relative to the best compared isomer or geometry (same formula, charge and spin) ... 127.6 kJ/mol
Calculated total energy ... -718.40150 Eh

```
! RIJCOSX wB97M-V def2-TZVPD def2/J DEFGRID3
* xyz 0 1
C -1.707 -1.592 1.021
C -0.285 -1.540 0.598
O 0.582 -1.329 1.354
N -0.157 -1.565 -0.822
C 1.089 -1.476 -1.434
C 0.739 -1.475 -2.808
C -0.617 -1.552 -2.844
N -1.150 -1.635 -1.685
H -2.243 -1.672 0.048
H -1.831 -2.540 1.662
H -1.876 -0.710 1.737
H 2.084 -1.592 -0.920
H 1.433 -1.407 -3.708
H -1.133 -1.773 -3.790
O 1.972 1.931 -0.956
C 1.193 1.889 -0.005
C -0.238 2.171 -0.190
N -1.128 2.277 0.711
C -0.658 2.051 2.031
C 0.665 1.974 2.255
N 1.580 1.686 1.305
H -0.656 2.339 -1.133
H -1.339 2.155 2.877
H 1.121 1.917 3.214
H 2.559 1.470 1.480
*
```